{"formula": "C2HBrIN", "method": "ωB97M-V/def2-TZVPD", "e_above_lowest_kcal_mol": 0.0, "mol_weight_da": 245.8, "charge": 0, "orbital_gap_ev": 9.327, "symbols": ["C", "C", "N", "Br", "I", "H"], "xyz": [[0.75, 0.62, 0.44], [-0.02, -0.37, -0.24], [1.15, 1.54, 1.00], [-1.22, -1.27, 1.05], [-1.30, 0.64, -1.68], [0.63, -1.16, -0.57]], "nbo_charge": [0.19, -0.50, -0.24, 0.07, 0.22, 0.26]}



{"formula": "C2HBrN4O", "method": "ωB97M-V/def2-TZVPD", "smiles": "N#CN/C(N=O)=N/Br", "mol_weight_da": 177.0, "charge": 0, "orbital_gap_ev": [7.995, 7.346], "symbols": ["N", "C", "N", "C", "N", "O", "N", "Br", "H"], "xyz": [[3.03, 1.16, 0.15], [2.10, 0.46, 0.19], [1.06, -0.37, 0.06], [-0.31, -0.02, -0.07], [-0.84, 1.06, -0.31], [-1.95, 1.52, -0.23], [-1.35, -1.39, -0.14], [-3.02, -1.05, 0.12], [1.29, -1.37, 0.23]], "nbo_charge": [-0.32, 0.41, -0.66, 0.42, 0.03, -0.24, -0.50, 0.43, 0.45]}



{"formula": "C2HBrO3", "method": "ωB97M-V/def2-TZVPD", "e_above_lowest_kcal_mol": 3.3, "smiles": "O=C=O.O=CBr", "mol_weight_da": 152.9, "charge": 0, "orbital_gap_ev": 11.267, "symbols": ["O", "C", "O", "O", "C", "Br", "H"], "xyz": [[-3.12, 1.27, -0.62], [-2.44, 0.80, 0.14], [-1.69, 0.26, 0.80], [0.71, -0.74, -0.74], [1.71, -0.78, -0.10], [2.57, 0.88, 0.33], [2.26, -1.69, 0.19]], "nbo_charge": [-0.51, 1.02, -0.51, -0.47, 0.34, -0.04, 0.17]}



{"formula": "C2HCl2NO3", "method": "ωB97M-V/def2-TZVPD", "s2": 2.007, "e_above_lowest_kcal_mol": 0.0, "multiplicity": 3, "mol_weight_da": 157.9, "charge": 0, "orbital_gap_ev": [9.800, 9.517], "symbols": ["C", "C", "N", "O", "O", "O", "Cl", "Cl", "H"], "xyz": [[-2.03, 0.06, -0.20], [1.23, -0.01, -0.16], [0.73, -0.09, 1.20], [-0.28, 0.55, 1.43], [-1.92, 0.95, -0.92], [-2.12, -0.90, 0.42], [2.99, 0.15, -0.18], [0.68, -1.57, -0.74], [0.71, 0.87, -0.85]], "nbo_charge": [1.03, -0.19, 0.03, -0.17, -0.53, -0.50, 0.03, 0.03, 0.27]}



{"formula": "C2HCl2NS", "method": "ωB97M-V/def2-TZVPD", "e_above_lowest_kcal_mol": 42.7, "mol_weight_da": 142.0, "charge": 0, "orbital_gap_ev": [7.608, 6.591], "symbols": ["C", "C", "N", "S", "Cl", "Cl", "H"], "xyz": [[2.68, 0.53, 2.02], [0.18, -0.46, 0.14], [3.50, -0.18, 2.40], [1.54, 1.56, 1.46], [-0.51, -1.34, 1.39], [1.44, -1.15, -0.74], [-0.43, 0.28, -0.36]], "nbo_charge": [-0.02, -0.23, -0.33, 0.04, 0.15, 0.15, 0.23]}



{"formula": "C2HCl3O", "method": "ωB97M-V/def2-TZVPD", "e_above_lowest_kcal_mol": 28.9, "mol_weight_da": 147.4, "charge": 0, "orbital_gap_ev": 9.963, "symbols": ["C", "C", "O", "Cl", "Cl", "Cl", "H"], "xyz": [[0.49, -0.53, -0.94], [-0.34, 0.28, 0.63], [0.60, -1.70, -0.99], [-0.07, -0.64, 2.00], [0.55, 1.86, 0.80], [-1.95, 0.50, 0.03], [0.71, 0.22, -1.53]], "nbo_charge": [0.52, -0.32, -0.44, 0.10, -0.04, 0.05, 0.13]}



{"formula": "C2HCl3S2", "method": "ωB97M-V/def2-TZVPD", "e_above_lowest_kcal_mol": 12.9, "smiles": "S=C(S)C(Cl)(Cl)Cl", "mol_weight_da": 195.5, "charge": 0, "orbital_gap_ev": 7.892, "symbols": ["S", "C", "S", "C", "Cl", "Cl", "Cl", "H"], "xyz": [[2.06, 1.42, -0.01], [0.87, 0.20, -0.20], [1.35, -1.40, -0.07], [-0.62, 0.53, 0.09], [-0.96, 0.08, 1.81], [-1.80, -0.73, -0.82], [-1.10, 2.07, -0.36], [0.19, -2.17, -0.45]], "nbo_charge": [0.07, -0.39, 0.20, -0.14, 0.03, -0.09, 0.15, 0.17]}



{"formula": "C2HClF2O", "method": "ωB97M-V/def2-TZVPD", "e_above_lowest_kcal_mol": 3.4, "smiles": "O=CC(F)(F)Cl", "mol_weight_da": 114.5, "charge": 0, "orbital_gap_ev": 11.061, "symbols": ["O", "C", "C", "F", "F", "Cl", "H"], "xyz": [[1.53, -0.92, 0.38], [0.72, -0.45, -0.36], [-0.37, 0.33, 0.26], [-0.16, 0.72, 1.52], [-0.44, 1.43, -0.54], [-1.95, -0.63, 0.21], [0.68, -0.49, -1.48]], "nbo_charge": [-0.44, 0.34, 0.62, -0.29, -0.32, -0.07, 0.15]}



{"formula": "C2HClF2O2", "method": "ωB97M-V/def2-TZVPD", "e_above_lowest_kcal_mol": 139.7, "smiles": "O=C=C(F)Cl.OF", "mol_weight_da": 130.5, "charge": 0, "orbital_gap_ev": 8.898, "symbols": ["O", "C", "C", "F", "Cl", "O", "F", "H"], "xyz": [[-1.51, -1.91, 0.47], [-1.41, -0.82, 0.07], [-1.25, 0.37, -0.43], [-0.55, 0.52, -1.58], [-1.22, 1.80, 0.51], [2.02, 0.39, 0.63], [2.82, -0.47, -0.12], [1.10, 0.12, 0.44]], "nbo_charge": [-0.37, 0.61, 0.01, -0.30, 0.06, -0.31, -0.14, 0.45]}



{"formula": "C2HClF2O2", "method": "ωB97M-V/def2-TZVPD", "e_above_lowest_kcal_mol": 143.6, "smiles": "O=C=C(F)Cl.OF", "mol_weight_da": 130.5, "charge": 0, "orbital_gap_ev": 8.692, "symbols": ["O", "C", "C", "F", "Cl", "O", "F", "H"], "xyz": [[-0.23, -2.15, -0.26], [-0.90, -1.17, -0.32], [-1.34, 0.06, -0.19], [-1.84, 0.71, -1.32], [-1.84, 0.74, 1.35], [2.10, 0.13, 0.43], [1.84, 1.46, 0.76], [2.21, 0.22, -0.45]], "nbo_charge": [-0.40, 0.59, 0.06, -0.31, 0.05, -0.30, -0.15, 0.45]}



{"formula": "C2HClF2O2", "method": "ωB97M-V/def2-TZVPD", "e_above_lowest_kcal_mol": 191.6, "mol_weight_da": 130.5, "charge": 0, "orbital_gap_ev": [8.747, 8.299], "symbols": ["C", "C", "O", "O", "F", "F", "Cl", "H"], "xyz": [[1.41, -0.66, -0.05], [1.58, 0.66, 0.00], [-2.41, -0.31, 0.49], [-2.03, -1.28, -0.35], [2.74, 1.27, 0.10], [0.60, 1.57, -0.25], [0.03, -1.69, -0.08], [-1.92, 0.44, 0.15]], "nbo_charge": [-0.16, 0.61, -0.36, -0.19, -0.28, -0.32, 0.24, 0.46]}



{"formula": "C2HClF3N", "method": "ωB97M-V/def2-TZVPD", "e_above_lowest_kcal_mol": 177.0, "mol_weight_da": 131.5, "charge": 0, "orbital_gap_ev": [8.229, 8.149], "symbols": ["C", "C", "N", "F", "F", "F", "Cl", "H"], "xyz": [[0.55, 0.28, 0.05], [-0.63, 0.65, -0.82], [0.37, -2.14, 1.82], [-1.22, -0.28, -1.57], [-0.47, 1.62, -1.71], [-1.52, 1.13, 0.08], [1.88, 1.10, -0.46], [1.05, -2.35, 2.60]], "nbo_charge": [-0.03, 0.81, -0.23, -0.30, -0.33, -0.31, 0.16, 0.21]}



{"formula": "C2HClN2", "method": "ωB97M-V/def2-TZVPD", "e_above_lowest_kcal_mol": 117.8, "smiles": "C#C/N=N\\Cl", "mol_weight_da": 88.5, "charge": 0, "orbital_gap_ev": 9.548, "symbols": ["C", "C", "N", "N", "Cl", "H"], "xyz": [[0.02, -0.04, 0.40], [0.57, 0.60, 1.26], [1.27, 1.28, 2.82], [2.03, 2.15, 2.70], [2.35, 2.93, 1.18], [-0.37, -0.17, -0.57]], "nbo_charge": [-0.30, -0.01, 0.03, -0.07, 0.11, 0.24]}



{"formula": "C2HClN2O", "method": "ωB97M-V/def2-TZVPD", "e_above_lowest_kcal_mol": 141.9, "mol_weight_da": 104.5, "charge": 0, "orbital_gap_ev": [8.665, 8.084], "symbols": ["C", "C", "N", "N", "O", "Cl", "H"], "xyz": [[1.54, -0.06, -0.44], [-1.03, -0.12, 0.43], [-1.57, 1.18, 0.74], [-1.96, 0.59, -0.29], [1.68, 0.81, -1.23], [2.45, -1.39, 0.03], [-1.11, -1.02, 0.76]], "nbo_charge": [0.40, 0.00, -0.05, -0.07, -0.48, 0.04, 0.16]}



{"formula": "C2HClN2O2", "method": "ωB97M-V/def2-TZVPD", "s2": 2.023, "e_above_lowest_kcal_mol": 4.8, "multiplicity": 3, "mol_weight_da": 120.5, "charge": 0, "orbital_gap_ev": [8.049, 7.421], "symbols": ["C", "C", "N", "N", "O", "O", "Cl", "H"], "xyz": [[-0.48, 0.09, -0.84], [0.72, -0.03, 0.08], [-1.61, 0.30, 0.04], [-1.27, 0.31, 1.21], [-0.52, -0.11, -2.01], [0.00, 0.05, 1.44], [1.81, -1.53, 0.01], [1.35, 0.93, 0.08]], "nbo_charge": [0.41, 0.01, -0.16, 0.18, -0.36, -0.32, -0.01, 0.24]}



{"formula": "C2HClN3O", "method": "ωB97M-V/def2-TZVPD", "e_above_lowest_kcal_mol": 58.2, "mol_weight_da": 118.5, "charge": 1, "orbital_gap_ev": [7.075, 7.086], "symbols": ["C", "C", "N", "N", "N", "O", "Cl", "H"], "xyz": [[1.99, -0.38, 0.10], [0.12, 1.75, -0.53], [1.97, -1.36, -0.72], [2.03, -2.37, -1.16], [0.09, 0.66, 0.05], [0.21, 2.71, -1.14], [3.13, 0.73, 0.38], [-0.59, 0.53, 0.73]], "nbo_charge": [0.16, 0.92, -0.06, 0.29, -0.74, -0.34, 0.32, 0.45]}



{"formula": "C2HClNO2", "method": "ωB97M-V/def2-TZVPD", "e_above_lowest_kcal_mol": 102.8, "smiles": "[H]/N=C(\\Cl)C(=O)[O-]", "mol_weight_da": 106.5, "charge": -1, "orbital_gap_ev": [8.288, 7.506], "symbols": ["H", "N", "C", "Cl", "C", "O", "O"], "xyz": [[-2.15, -0.23, -0.49], [-1.56, 0.59, -0.52], [-0.24, -0.20, 0.24], [-0.40, -1.78, -0.08], [1.16, 0.39, 0.31], [1.72, 0.50, 1.39], [1.46, 0.73, -0.85]], "nbo_charge": [0.27, -0.64, 0.05, 0.04, 0.67, -0.71, -0.68]}



{"formula": "C2HClNO2P", "method": "ωB97M-V/def2-TZVPD", "e_above_lowest_kcal_mol": 19.8, "smiles": "N#CC(=O)OPCl", "mol_weight_da": 137.5, "charge": 0, "orbital_gap_ev": 8.482, "symbols": ["N", "C", "C", "O", "O", "P", "Cl", "H"], "xyz": [[-2.71, 0.57, 1.45], [-1.95, 0.42, 0.59], [-1.01, 0.16, -0.44], [-1.23, -0.34, -1.45], [0.48, 0.67, -0.10], [1.54, -0.43, -0.61], [2.09, -1.45, 1.04], [2.78, 0.39, -0.48]], "nbo_charge": [-0.15, 0.14, 0.73, -0.39, -0.84, 0.88, -0.32, -0.05]}



{"formula": "C2HClNO3", "method": "ωB97M-V/def2-TZVPD", "e_above_lowest_kcal_mol": 13.9, "mol_weight_da": 122.5, "charge": -1, "orbital_gap_ev": 9.100, "symbols": ["C", "C", "N", "O", "O", "O", "Cl", "H"], "xyz": [[-1.82, -0.80, -0.91], [2.59, -1.21, -0.09], [-0.82, -0.05, -0.91], [3.44, -0.70, -0.62], [-2.82, -1.42, -0.92], [1.87, -1.86, 0.53], [1.43, 1.09, 0.35], [0.01, 0.42, -0.20]], "nbo_charge": [0.79, 1.05, -0.83, -0.53, -0.62, -0.56, -0.71, 0.41]}



{"formula": "C2HClO2", "method": "ωB97M-V/def2-TZVPD", "e_above_lowest_kcal_mol": 40.2, "mol_weight_da": 92.5, "charge": 0, "orbital_gap_ev": 9.759, "symbols": ["C", "C", "O", "O", "Cl", "H"], "xyz": [[-0.84, -0.35, -1.04], [-2.24, -0.36, 0.07], [0.02, -1.06, -0.53], [-2.14, -0.94, 1.03], [-3.65, 0.55, -0.44], [-0.57, 0.12, -2.30]], "nbo_charge": [0.29, 0.49, -0.48, -0.43, -0.05, 0.18]}